{"formula": "C9H14", "method": "the ωB97M-V functional and the def2-TZVPD basis", "multiplicity": 2, "total_charge": -1, "gap_ev": [2.8, 7.1], "de_lowest_kcal_mol": 12.2, "symbols": ["C", "C", "C", "C", "C", "C", "C", "H", "H", "H", "H", "H", "H", "H", "H", "C", "C", "H", "H", "H", "H", "H", "H"], "xyz": [[1.813354, 0.755569, 2.394245], [0.118931, -1.300006, -0.290187], [1.244728, -1.828188, -0.995864], [0.319374, -0.384887, 0.732862], [1.610126, -0.061328, 1.177315], [2.522586, -1.389290, -0.650613], [2.733538, -0.473285, 0.363244], [-0.853804, -1.581890, -0.678383], [1.052984, -2.392685, -1.901252], [-0.531368, 0.106003, 1.206793], [3.371813, -1.801340, -1.193609], [1.565932, 0.247735, 3.350918], [1.322979, 1.737770, 2.454732], [3.715711, -0.063905, 0.574676], [2.864410, 1.075414, 2.486511], [-2.502382, 0.591127, -1.695291], [-3.209267, 1.232473, -0.511750], [-2.677772, -0.470718, -1.876010], [-2.711190, 1.149519, -2.612790], [-1.419399, 0.613147, -1.556312], [-4.237445, 0.862223, -0.402018], [-3.479053, 2.262976, -0.772090], [-2.634786, 1.113566, 0.394871]], "forces_ev_per_angstrom": [[0.777, 0.500, 0.790], [0.320, 0.668, -0.169], [-0.691, -0.535, 0.037], [-0.555, -0.709, -0.507], [0.480, 0.351, -0.060], [0.767, 0.465, 0.147], [-0.595, -0.404, -0.072], [-0.197, 0.235, 0.320], [0.228, -0.196, 0.105], [-0.049, -0.202, 0.102], [0.048, 0.278, -0.111], [0.034, 0.076, -0.256], [-0.632, 0.015, -0.291], [0.121, -0.200, 0.045], [0.019, -0.415, -0.007], [0.725, 0.089, -0.476], [-1.278, -0.028, -0.902], [-0.475, 0.071, 0.186], [-0.098, -0.215, -0.047], [0.005, 0.248, 0.048], [0.288, -0.596, 0.347], [0.859, 0.242, 0.453], [-0.102, 0.261, 0.318]]}